The following is a DFT calculation (the ωB97M-V functional and the def2-TZVPD basis) of a molecular structure, C31H57N2OP2PtS.

Each line ends with the Mulliken charge.
Positions of all 95 atoms, in Å:
C -1.1170 -2.1956 -1.5115  0.90
C 1.1545 -1.4871 -1.6559  0.68
C -0.8627 -3.2871 -2.3409  -0.85
C 1.4364 -2.6020 -2.4707  -1.38
C 0.4365 -3.5036 -2.7964  -0.83
H -1.6844 -3.9579 -2.5959  0.54
H 2.4554 -2.7027 -2.8439  0.53
H 0.6624 -4.3817 -3.4002  0.41
N -0.1390 -1.3322 -1.1811  0.40
P -2.6441 -0.6777 0.3021  -0.55
P 2.4388 0.6841 -0.1845  0.56
C -2.5470 -1.9057 -1.0911  -1.73
H -3.1018 -1.5344 -1.9694  0.55
H -3.0563 -2.8429 -0.8246  0.50
C -0.6103 1.2790 1.6612  0.42
O -0.7389 1.8529 2.6647  -0.69
C 2.1664 -0.4786 -1.5086  -1.51
H 3.1071 -0.7424 -1.9996  0.62
C 3.7384 1.8818 -1.0626  2.12
C 3.1188 0.1473 1.5825  2.64
C -3.9032 0.6507 -0.1925  2.14
C -3.2105 -1.8160 1.7205  2.13
C 3.0128 3.2289 -0.9307  -1.80
H 2.8607 3.5142 0.1182  0.33
H 3.5845 4.0298 -1.4211  0.47
H 2.0231 3.1607 -1.4021  0.31
C 5.1485 1.9104 -0.4611  -2.05
H 5.1899 2.1011 0.6126  0.38
H 5.6873 0.9768 -0.6699  0.41
H 5.7219 2.7203 -0.9433  0.48
C 3.9442 1.5539 -2.5444  -1.79
H 4.4638 2.3971 -3.0294  0.65
H 4.5825 0.6735 -2.7008  0.34
H 2.9942 1.3955 -3.0675  0.05
C 3.3223 1.4380 2.4043  -1.78
H 2.3574 1.8945 2.6564  0.20
H 3.8311 1.2048 3.3496  0.53
H 3.9082 2.2118 1.9013  0.31
C 2.0913 -0.7177 2.3260  -2.00
H 1.1857 -0.1491 2.5613  -0.31
H 1.7892 -1.6026 1.7534  0.25
H 2.4944 -1.0638 3.2926  0.84
C 4.3888 -0.6812 1.3921  -1.73
H 5.2080 -0.1250 0.9313  0.35
H 4.7518 -1.0301 2.3707  0.50
H 4.1918 -1.5681 0.7759  0.34
C -3.4231 -0.9958 3.0040  -1.40
H -3.7262 -1.6799 3.8112  0.50
H -2.5172 -0.4822 3.3447  0.08
H -4.2270 -0.2540 2.8897  0.24
C -2.1039 -2.8752 1.8901  -1.17
H -1.9563 -3.4512 0.9650  0.22
H -1.1456 -2.4267 2.1887  -0.21
H -2.3916 -3.5849 2.6805  0.55
C -4.5228 -2.5650 1.4262  -1.63
H -4.7679 -3.1673 2.3135  0.55
H -5.3711 -1.9010 1.2467  0.32
H -4.4415 -3.2562 0.5812  0.29
C -3.6612 1.0202 -1.6700  -1.64
H -4.0524 0.2564 -2.3581  0.34
H -4.1894 1.9628 -1.8815  0.57
H -2.5928 1.1873 -1.8759  0.00
C -3.7125 1.9261 0.6603  -1.68
H -2.7486 2.4091 0.4632  0.29
H -4.5048 2.6441 0.3908  0.54
H -3.7879 1.7308 1.7380  0.29
C -5.3506 0.1769 -0.0280  -2.17
H -5.5557 -0.7360 -0.6019  0.39
H -5.6291 0.0276 1.0238  0.38
H -6.0182 0.9614 -0.4193  0.54
Pt -0.5453 0.2737 0.1194  2.04
N 0.2172 1.3512 -1.4777  -0.76
C 0.8354 1.1946 -2.5193  -0.04
C 0.5033 1.8534 -3.9100  2.29
C 1.5483 1.6811 -5.0075  -1.89
C -0.8051 1.2698 -4.4282  -1.56
C 0.3445 3.3301 -3.5557  -1.77
H 2.4724 2.2321 -4.8019  0.43
H 1.7759 0.6299 -5.2308  0.32
H 1.1501 2.1158 -5.9387  0.50
H -1.6580 1.6071 -3.8282  0.25
H -0.9888 1.5544 -5.4746  0.50
H -0.7654 0.1768 -4.4162  0.37
H -0.2216 3.8907 -4.3064  0.45
H -0.1758 3.4238 -2.5916  0.33
H 1.3315 3.7952 -3.4601  0.31
C -0.2522 -0.4630 5.8387  -1.10
S -0.2358 -1.7878 4.6164  0.48
C 0.5865 -3.0531 5.5732  -1.16
H -0.1398 0.4779 5.2785  0.24
H 0.5720 -0.5773 6.5582  0.43
H -1.2220 -0.4721 6.3609  0.30
H 1.1017 -2.6336 6.4425  0.36
H -0.1726 -3.7774 5.8887  0.32
H 1.3082 -3.5428 4.9106  0.30

As for the spin multiplicity: 3. Its expectation value of S² is 2.01. For the LUMO energy (alpha / beta), the calculation gives -2.47 / -4.68 eV. The HOMO energy (alpha / beta) comes out at -0.3123 / -0.3563 hartree. The total charge is +1. As for the energy: -70750.67828 eV.

---

The following is a DFT calculation (the ωB97M-V functional and the def2-TZVPD basis) of a molecular structure, C18H17Co2N2O6.

Each line ends with the Mulliken charge.
Positions of all 45 atoms, in Å:
O -3.5473 -5.1824 0.6623  -0.39
C -2.8720 -4.2862 0.3988  0.29
Co -1.7031 -3.0359 -0.1658  -0.15
C -0.7508 -4.2620 -1.0317  0.09
O -0.1490 -5.0998 -1.5588  -0.42
C -2.7020 -2.2263 -1.4274  0.09
O -3.3925 -1.8404 -2.2682  -0.37
C -1.0965 -2.0391 1.2288  0.28
C -0.4287 -1.7486 0.0670  -0.96
C 0.5312 -1.0616 -0.5884  -0.41
C 0.1434 -0.1375 -1.6306  0.77
C 0.9239 0.0070 -2.8096  -0.50
C 0.5453 0.9387 -3.7728  -0.46
C -0.5875 1.7417 -3.5862  -0.47
C -1.3830 1.5562 -2.4553  -0.63
C -1.0628 0.5803 -1.5202  -0.27
Co -2.7191 -0.9375 1.7435  0.31
C -3.6627 -2.0739 2.6628  0.16
O -4.3266 -2.8107 3.2633  -0.41
C -3.9573 0.0009 0.9272  0.18
O -4.8193 0.6089 0.4468  -0.40
C -1.9894 0.1192 2.9239  0.10
O -1.4629 0.8049 3.7012  -0.42
H -0.6238 -2.4142 2.1514  0.71
H 1.5888 -1.2892 -0.4626  0.78
H 1.7888 -0.6600 -2.9497  0.37
H 1.1530 1.0563 -4.6691  0.36
H -0.8432 2.5115 -4.3109  0.34
H -2.2607 2.1673 -2.2770  0.41
H -1.7117 0.3624 -0.6598  -0.08
C 3.4680 0.7168 -0.1936  -0.74
N 2.7717 0.8924 1.0683  -0.52
N 2.4022 2.2321 1.2610  0.14
C 1.3677 2.3683 2.2730  -0.81
C 3.5782 3.0386 1.5311  -0.91
H 3.9906 -0.2420 -0.1736  0.29
H 2.7682 0.7424 -1.0421  0.21
H 4.2000 1.5196 -0.2975  0.29
H 1.9439 0.3050 1.1578  0.38
H 1.1384 3.4352 2.3376  0.38
H 0.4589 1.8309 1.9716  0.13
H 1.6763 2.0268 3.2762  0.30
H 3.2722 4.0874 1.4736  0.34
H 3.9932 2.8593 2.5399  0.33
H 4.3479 2.8372 0.7836  0.26

For the LUMO energy, the calculation gives 2.08 eV. The HOMO energy comes out at -0.1297 hartree. The total charge is -1. As for the energy: -109456.45369 eV. Its energy above the lowest of the compared OMol25 structures with the same formula, charge and spin is 54.9 kJ/mol.

---

The following is a DFT calculation (the ωB97M-V functional and the def2-TZVPD basis) of a molecular structure, H22KrO11.

Each line ends with the Mulliken charge.
Positions of all 34 atoms, in Å:
Kr 0.4619 0.4931 0.3192  0.01
O 0.3365 3.6900 1.9675  -0.60
H -0.4788 3.3513 1.5975  0.29
H 0.2711 3.5028 2.9039  0.30
O 0.5144 3.4423 -2.0984  -0.66
H 0.4439 3.4265 -3.0528  0.31
H 1.3155 2.9539 -1.9088  0.30
O -1.4175 -2.0199 -1.9956  -0.58
H -2.1147 -1.9335 -1.3455  0.37
H -1.4930 -1.2324 -2.5346  0.28
O -2.9591 0.6025 1.7222  -0.68
H -2.9359 1.5286 1.4813  0.33
H -2.1144 0.4428 2.1432  0.31
O -2.0672 2.7914 -1.1571  -0.57
H -1.1777 3.0302 -1.4180  0.37
H -2.6322 3.2790 -1.7566  0.27
O -3.2743 -1.5406 -0.0056  -0.68
H -3.3920 -2.0773 0.7782  0.27
H -3.1795 -0.6480 0.3268  0.42
O -1.0016 -0.3745 3.4339  -0.63
H -0.9043 -1.3067 3.2393  0.28
H -0.3092 -0.1882 4.0680  0.30
O 1.6941 -1.5573 -3.0940  -0.62
H 2.2534 -1.6596 -2.3240  0.39
H 1.1708 -2.3584 -3.1187  0.28
O 0.5887 -3.2008 0.0163  -0.62
H -0.0255 -2.8290 -0.6168  0.28
H 0.1052 -3.2107 0.8424  0.27
O 3.0307 -2.5771 -0.8449  -0.68
H 3.7044 -3.0462 -0.3527  0.30
H 2.2208 -2.7449 -0.3630  0.39
O 4.1454 0.8687 1.1576  -0.58
H 4.6029 0.1977 1.6641  0.29
H 4.6170 0.9043 0.3253  0.30

For the LUMO energy, the calculation gives -0.14 eV. The HOMO energy comes out at -0.3833 hartree. The total charge is 0. As for the energy: -97809.92896 eV. Its energy above the lowest of the compared OMol25 structures with the same formula, charge and spin is 46.8 kJ/mol.

---

Computed values of maximum force (unit: eV/A) for the preceding records, in sequence: 5.116 4.877 0.989.